Record 1
59
Properties=species:S:1:pos:R:3:forces:R:3:lowdin_charge:R:1 method="wB97M-V/def2-TZVPD" smiles="[H]/N=C1/C(c2nc(C)cs2)=C(O)CN1c1ccc2c(c1)OCCOCCOCCOCCO2" de_lowest_kcal_mol=68.4
H -1.087010 -0.301725 -0.971920 0.150 0.150 0.092 0.03
N -1.963114 0.197612 -0.855802 -0.093 -0.597 -0.460 0.14
C -1.916953 1.252712 -0.160395 -0.013 0.328 0.396 -0.36
C -3.103695 2.050293 0.132773 0.378 0.551 0.427 -0.12
C -4.416786 1.816091 -0.365903 0.011 -0.720 -0.500 -0.51
N -5.422882 2.586132 -0.058442 0.315 0.453 0.418 0.07
C -6.572800 2.175125 -0.652867 -0.444 -0.502 -0.484 -0.44
C -7.832862 2.936405 -0.420021 0.093 -0.046 -0.002 -0.04
C -6.429785 1.064406 -1.428278 0.295 0.120 0.148 -0.36
S -4.798321 0.495649 -1.426112 -0.400 0.493 0.275 1.07
C -2.778034 3.062774 0.970936 -0.333 -0.422 -0.388 -0.23
O -3.595449 3.987069 1.462784 0.395 -0.063 0.070 0.11
C -1.320561 2.992692 1.305956 0.033 0.335 0.195 -0.04
N -0.868019 1.876968 0.502224 -0.154 0.102 -0.011 -0.01
C 0.475389 1.496908 0.420519 0.465 -0.148 -0.006 -0.20
C 1.305576 1.507607 1.530894 -0.264 0.022 -0.101 -0.01
C 2.611005 1.058038 1.424183 0.253 -0.057 -0.148 -0.01
C 3.101504 0.564492 0.225787 -0.042 -0.022 -0.261 -0.19
C 2.278177 0.603747 -0.917775 0.231 0.155 0.317 -0.18
C 0.991872 1.095082 -0.810600 0.142 0.080 -0.034 0.05
O 2.857130 0.190099 -2.088561 0.081 0.108 0.404 -0.01
C 2.038199 -0.381132 -3.079081 -0.405 -0.550 -0.065 -0.15
C 1.584796 -1.792357 -2.688006 0.202 0.246 -0.218 -0.17
O 0.876015 -1.712297 -1.475772 0.016 0.049 0.007 -0.16
C 0.551639 -2.953951 -0.900786 -0.094 -0.074 0.405 -0.18
C 0.302127 -2.758948 0.598313 -0.109 -0.105 -0.406 -0.18
O 1.444677 -2.447937 1.354031 0.226 0.157 0.052 -0.14
C 2.442482 -3.451830 1.412496 0.211 0.075 -0.086 -0.17
C 3.705592 -3.089129 0.598235 -0.334 -0.194 0.104 -0.17
O 4.775608 -2.684239 1.424916 0.258 0.042 -0.002 -0.13
C 4.612636 -1.414699 2.023137 0.135 0.276 -0.249 -0.18
C 5.149522 -0.268882 1.146510 0.053 -0.332 0.540 -0.15
O 4.345246 0.034333 0.031400 -0.290 0.072 -0.294 -0.03
H -7.705127 3.971443 -0.732669 -0.057 0.073 -0.016 0.08
H -8.078810 2.934432 0.640684 -0.075 0.025 0.053 0.08
H -8.651458 2.491581 -0.978106 -0.105 0.028 -0.006 0.07
H -7.184239 0.556295 -1.993109 -0.228 -0.078 -0.114 0.06
H -4.491063 3.797176 1.093247 -0.003 -0.087 -0.068 0.10
H -1.181217 2.816098 2.379885 -0.043 0.038 -0.048 0.14
H -0.789814 3.915421 1.044178 -0.062 -0.034 0.028 0.15
H 0.940037 1.842352 2.488601 -0.067 0.015 0.110 0.11
H 3.232758 1.072288 2.305235 0.077 -0.040 0.053 0.11
H 0.357741 1.161604 -1.678731 -0.042 -0.036 -0.077 0.12
H 2.663330 -0.441301 -3.973333 -0.146 0.014 0.051 0.14
H 1.164298 0.239750 -3.298786 0.089 0.001 -0.044 0.12
H 2.469177 -2.436584 -2.565101 -0.083 0.054 -0.005 0.13
H 0.953708 -2.212089 -3.486906 0.089 0.041 0.013 0.13
H -0.358364 -3.363162 -1.366130 0.106 -0.025 0.056 0.14
H 1.371209 -3.670548 -1.056656 -0.063 0.007 -0.023 0.12
H -0.368136 -1.908775 0.738106 -0.107 -0.116 -0.033 0.12
H -0.178341 -3.669217 0.989030 -0.007 0.088 -0.041 0.13
H 2.735831 -3.554849 2.464309 0.002 -0.067 -0.145 0.13
H 2.036627 -4.413410 1.081167 -0.006 0.000 0.006 0.12
H 4.084122 -3.968276 0.070965 -0.087 0.050 -0.019 0.13
H 3.457488 -2.307210 -0.127441 -0.054 -0.083 -0.041 0.12
H 3.558974 -1.243091 2.266593 0.064 0.024 0.109 0.11
H 5.200424 -1.442988 2.945551 -0.093 0.105 -0.031 0.13
H 6.106337 -0.575444 0.715867 -0.076 0.057 0.140 0.14
H 5.311588 0.621398 1.768773 0.006 -0.035 -0.045 0.12

=====

Record 2
34
Properties=species:S:1:pos:R:3:forces:R:3:lowdin_charge:R:1 method="wB97M-V/def2-TZVPD" charge=+1 de_lowest_kcal_mol=28.8
C -0.043326 1.132965 -0.183856 -0.142 0.864 1.490 -0.21
N -0.950194 -0.005844 -0.227970 -0.341 0.669 0.287 -0.04
C -2.134715 0.078760 0.706496 0.395 -1.888 -0.949 -0.39
C -2.200811 -1.297935 1.422747 -0.035 0.912 0.149 -0.05
C -3.431897 0.269502 -0.070935 -0.803 1.555 1.030 -0.06
C 1.381312 0.643291 -0.234652 0.973 0.000 -0.591 -0.13
N 1.577906 -0.450845 0.762099 -1.016 0.803 -0.013 -0.01
C 2.604538 -1.416760 0.348267 -1.039 -1.486 -0.046 0.00
H -0.238686 1.993620 -0.827928 0.150 -0.489 -0.607 0.11
H -0.135062 1.617894 0.802851 -0.196 -0.326 0.050 0.12
H -1.310231 -0.123306 -1.164418 0.141 -0.153 -0.174 0.11
H -1.934260 0.887077 1.402982 -0.135 0.054 0.108 0.13
H -2.746011 -2.023199 0.824709 0.197 -0.085 -0.153 0.08
H -1.197754 -1.657061 1.619944 0.128 -0.208 0.104 0.05
H -2.715473 -1.216797 2.367784 -0.256 0.017 0.370 0.08
H -3.986825 -0.641399 -0.273995 0.417 -0.139 -0.566 0.08
H -4.140044 0.842041 0.540049 0.045 -0.173 0.321 0.09
H -3.335958 0.967658 -0.899980 0.223 -0.451 -0.523 0.08
H 1.676317 0.283478 -1.216998 -0.167 -0.353 0.071 0.10
H 2.146765 1.345790 0.035345 0.043 0.995 -0.051 0.13
H 1.728264 -0.041875 1.703034 0.337 -0.469 -0.248 0.11
H 0.611296 -0.804648 0.825719 0.032 -0.914 -0.326 0.13
H 2.245443 -1.941888 -0.537108 0.154 0.719 -0.497 0.08
H 2.598031 -2.264856 1.031913 0.677 0.487 0.650 0.11
H 3.541985 -0.905978 0.184247 0.206 -0.170 0.153 0.11
H -0.561508 2.510274 -3.811277 -0.189 -0.245 0.091 0.05
H 0.906604 2.515644 -3.585148 0.417 0.014 0.023 0.05
O 0.122137 2.028004 -3.329004 -0.166 0.136 -0.123 -0.05
H 2.010365 1.260818 3.376291 0.056 0.141 0.562 0.07
H 1.794947 0.062740 4.365504 0.048 0.140 0.150 0.07
O 1.819556 0.321981 3.442121 -0.054 -0.013 -0.596 -0.03
H 1.793424 -1.855674 -3.618750 -0.138 0.229 -0.163 0.05
H 1.043504 -0.633023 -2.980824 -0.034 -0.085 -0.542 0.02
O 1.460360 -1.480449 -2.799261 0.071 -0.086 0.558 -0.05

=====

Record 3
45
Properties=species:S:1:pos:R:3:forces:R:3:lowdin_charge:R:1 method="wB97M-V/def2-TZVPD" total_energy_ha=-4985.55334 s2=2.015 charge=+2 multiplicity=3
Re 0.870571 -0.062048 0.644877 -0.134 0.014 0.036 1.33
S 1.885971 -0.801492 -2.917035 0.012 0.034 -0.029 1.13
C 3.458931 -0.468122 -2.306304 -0.023 -0.023 0.006 -0.34
C 3.617847 -0.865274 -1.024485 0.010 -0.019 0.017 -0.18
C 2.437652 -1.500292 -0.476705 0.140 0.037 -0.039 -0.53
C 1.392992 -1.459935 -1.420366 -0.028 -0.056 0.043 -0.57
C 0.053070 -2.045098 -1.204022 -0.044 0.033 0.042 -0.32
C -0.593872 -2.974488 -1.990129 0.014 0.003 -0.006 0.02
C -1.826780 -3.442974 -1.554384 -0.021 -0.009 0.000 0.01
C -2.361820 -2.976596 -0.360327 0.014 0.001 -0.002 0.00
C -1.666440 -2.026406 0.361633 0.004 -0.026 -0.027 -0.08
N -0.488864 -1.559309 -0.068535 -0.006 0.009 -0.025 -0.08
H 4.190973 0.008511 -2.940781 0.000 -0.001 -0.003 0.10
H 4.544226 -0.757942 -0.478147 -0.004 0.002 0.004 0.12
H -0.135270 -3.341493 -2.897953 0.002 0.002 0.001 0.14
H -2.360209 -4.182561 -2.136429 -0.001 0.000 0.000 0.13
H -3.308997 -3.344002 0.007203 0.000 0.001 0.005 0.13
H -2.039686 -1.622187 1.293277 -0.007 0.000 0.000 0.13
N -1.930408 1.269963 0.136432 -0.037 -0.048 -0.010 0.12
C -1.664378 1.344289 1.509846 -0.021 0.037 0.031 -0.29
C -2.627045 1.840158 2.382251 -0.013 -0.001 -0.019 0.03
C -2.328800 1.939938 3.724716 0.032 -0.015 0.002 0.00
C -1.063107 1.566742 4.173112 -0.028 0.006 -0.010 -0.01
C -0.171956 1.062252 3.263407 0.002 0.003 0.020 -0.11
N -0.475539 0.910621 1.951814 0.123 -0.047 -0.012 -0.05
C -1.029805 1.785708 -0.804850 0.014 0.054 -0.029 -0.27
C -1.470928 2.663762 -1.788298 -0.020 -0.015 0.041 0.03
C -0.548629 3.233102 -2.639614 0.036 0.011 -0.020 0.00
C 0.802603 2.937101 -2.478641 -0.014 0.001 0.003 -0.02
C 1.161849 2.026974 -1.518681 -0.019 0.008 0.016 -0.12
N 0.255344 1.417185 -0.719818 0.047 -0.080 0.000 -0.04
H -2.886494 1.514552 -0.078740 -0.001 -0.002 -0.003 0.15
H -3.581399 2.171253 1.995125 -0.003 0.003 0.009 0.13
H -3.063256 2.332379 4.415030 -0.002 0.003 -0.001 0.13
H -0.775489 1.664896 5.209220 -0.007 0.003 0.002 0.13
H 0.825964 0.765264 3.553522 0.000 0.001 -0.012 0.10
H -2.519456 2.923863 -1.844033 0.002 0.003 -0.006 0.13
H -0.872863 3.931901 -3.398980 0.002 0.000 0.000 0.13
H 1.561530 3.402334 -3.090074 -0.004 0.005 -0.002 0.13
H 2.192773 1.758269 -1.336371 -0.003 -0.006 -0.005 0.11
F 2.263300 1.121617 1.158860 0.009 0.021 0.017 -0.43
Cl 4.570752 -3.028450 1.668545 -0.021 -0.020 -0.029 0.33
Ge 2.625182 -2.805371 0.938641 0.013 0.051 0.027 -0.10
Cl 1.622481 -4.623154 0.604229 -0.015 0.005 0.015 0.31
Cl 1.457465 -1.705420 2.481947 0.000 0.018 -0.045 0.34

=====

Record 4
14
Properties=species:S:1:pos:R:3:forces:R:3:lowdin_charge:R:1 method="wB97M-V/def2-TZVPD" smiles=O[C@]12CC[C@H]1C2 de_lowest_kcal_mol=48.6
O 0.255829 0.352617 2.058402 -0.287 0.052 0.177 0.04
C 0.268722 -0.096536 0.750124 -0.116 -0.061 -0.195 -0.50
C 1.121739 0.554371 -0.325166 0.090 0.018 0.036 -0.08
C -0.131198 0.542224 -1.245568 -0.025 -0.036 -0.341 -0.13
C -0.949869 -0.122634 -0.145161 -0.259 0.062 -0.127 -0.19
C -0.309633 -1.399876 0.341963 0.100 -0.207 0.010 -0.03
H -0.485316 0.965485 1.996197 0.227 0.217 0.831 0.11
H 1.420477 1.557718 -0.007042 -0.056 -0.111 -0.211 0.11
H 2.005365 0.002106 -0.663317 -0.161 0.056 0.093 0.11
H -0.478314 1.556126 -1.468372 0.041 -0.242 -0.075 0.11
H -0.049127 -0.043175 -2.160884 0.055 0.125 -0.161 0.10
H -1.999206 0.070651 0.071827 0.280 0.095 0.072 0.14
H -0.850560 -1.870735 1.161136 0.062 -0.028 -0.285 0.12
H 0.181090 -2.068343 -0.364138 0.050 0.057 0.176 0.11